Entry 1:
This record from the Open Molecules 2025 dataset describes a molecular structure, C33H36BrF4N4O2TcTe in a non-equilibrium geometry. The level of theory is the ωB97M-V functional and the def2-TZVPD basis.

Geometry as XYZ:
```
82
Properties=species:S:1:pos:R:3:lowdin_spin:R:1
Tc -0.739 -0.977 0.978 0.06
C -1.228 1.804 2.010 0.01
N -1.977 0.528 1.910 0.00
C -3.253 0.808 1.217 0.00
C -2.242 0.006 3.278 0.00
C -0.947 -0.525 3.882 -0.01
N -0.114 -0.994 2.771 -0.05
C 1.278 -1.100 2.965 -0.01
C 2.089 -0.562 1.978 0.00
F 1.442 0.155 0.999 0.01
C 3.458 -0.689 1.982 0.00
F 4.171 -0.157 0.993 0.00
C 4.069 -1.370 3.021 0.00
C 3.283 -1.873 4.041 0.00
F 3.840 -2.519 5.050 0.00
C 1.901 -1.736 4.027 0.00
F 1.164 -2.265 5.000 0.00
H -1.821 2.542 2.556 0.00
H -1.020 2.175 1.008 0.01
H -0.287 1.647 2.535 0.00
H -3.806 1.596 1.732 0.00
H -3.871 -0.086 1.187 0.00
H -3.043 1.128 0.197 0.00
H -2.964 -0.801 3.189 0.00
H -2.686 0.784 3.904 0.00
H -1.170 -1.333 4.580 0.00
H -0.412 0.242 4.448 0.00
H 5.143 -1.504 3.039 0.00
O -3.296 -6.549 1.381 0.00
C -2.917 -5.290 1.331 0.01
C -3.733 -4.195 1.649 0.00
C -3.220 -2.928 1.547 0.00
N -1.954 -2.672 1.151 0.00
C -1.202 -3.746 0.855 0.00
Br 0.542 -3.238 0.286 0.00
C -1.597 -5.046 0.919 0.00
H -4.212 -6.668 1.671 0.00
H -4.755 -4.333 1.976 0.00
H -3.842 -2.076 1.772 0.00
H -0.936 -5.865 0.672 0.00
O -1.047 -0.631 -1.072 0.02
C -1.662 -0.894 -2.128 0.00
C -2.784 -1.866 -2.225 0.00
C -2.128 -3.177 -2.749 0.00
C -1.233 -3.074 -4.000 0.00
C 0.153 -2.423 -3.789 0.00
C 0.141 -0.880 -3.726 0.00
N -1.202 -0.420 -3.301 -0.01
H -3.531 -1.513 -2.939 0.00
H -3.266 -2.039 -1.264 0.00
H -2.941 -3.872 -2.961 0.00
H -1.536 -3.617 -1.942 0.00
H -1.769 -2.586 -4.820 0.00
H -1.060 -4.096 -4.334 0.00
H 0.805 -2.725 -4.608 0.00
H 0.592 -2.828 -2.873 0.00
H 0.329 -0.438 -4.700 0.00
H 0.889 -0.504 -3.030 0.00
H -1.873 -0.530 -4.049 0.00
Te 0.773 2.280 -1.582 0.65
C 2.867 2.324 -1.373 0.06
C 3.496 2.775 -0.217 0.02
C 4.880 2.897 -0.189 0.00
C 5.631 2.555 -1.303 0.02
C 5.004 2.074 -2.445 0.00
C 3.622 1.948 -2.481 0.03
C 0.481 4.377 -1.273 0.06
C 1.035 5.105 -0.221 0.02
C 0.955 6.555 -0.155 0.00
C 0.300 7.263 -1.124 0.03
C -0.291 6.552 -2.161 0.00
C -0.208 5.099 -2.222 0.04
H 2.928 3.002 0.676 0.00
H 5.370 3.255 0.707 0.00
H 6.708 2.652 -1.279 0.00
H 5.589 1.812 -3.316 0.00
H 3.139 1.590 -3.382 0.01
H 1.541 4.591 0.583 0.00
H 1.426 7.068 0.674 0.00
H 0.235 8.342 -1.088 0.00
H -0.810 7.082 -2.950 0.00
H -0.683 4.596 -3.055 0.00
```

Computed properties:
**Total charge**: +3
**Multiplicity**: 2
**E_tot**: -4969.898718 Ha
**Maximum force**: 3.0 eV/Å
**<S²>**: 1.208
**Frontier orbital gap (spin up / spin down)**: 7.03 / 5.22 eV


Entry 2:
This record from the Open Molecules 2025 dataset describes 2 unconnected molecules or ions with the total composition C12H14NO2 in a non-equilibrium geometry. The level of theory is the ωB97M-V functional and the def2-TZVPD basis.

Geometry as XYZ:
```
29
Properties=species:S:1:pos:R:3:lowdin_spin:R:1
C 1.325 -1.106 0.626 0.00
C 1.483 -2.275 -0.353 0.00
C -0.070 -0.861 1.109 0.00
C -0.551 -0.965 2.361 0.00
C -1.188 -0.497 0.263 0.00
C -2.324 -0.448 1.080 0.00
C -1.359 -0.355 -1.116 0.00
C -3.609 -0.283 0.588 0.00
C -2.623 -0.144 -1.633 0.00
C -3.736 -0.140 -0.788 0.00
N -1.947 -0.751 2.397 0.00
H 1.980 -1.114 1.499 0.00
H 1.663 -0.202 0.117 0.00
H 0.552 -2.839 -0.441 0.00
H -0.103 -1.414 3.236 0.00
H -2.255 -0.089 3.098 0.00
H -0.508 -0.364 -1.784 0.00
H -4.507 -0.356 1.192 0.00
H -2.745 0.095 -2.681 0.00
H -4.730 -0.050 -1.214 0.00
H 2.262 -2.985 -0.048 0.00
H 1.820 -1.931 -1.333 0.00
C 1.982 2.457 -1.581 0.03
C 3.211 1.782 -1.021 0.04
O 3.953 2.528 -0.262 0.82
O 3.477 0.610 -1.189 0.10
H 1.968 2.435 -2.668 0.00
H 1.854 3.470 -1.218 0.00
H 1.162 1.823 -1.241 0.00
```

Computed properties:
**Total charge**: 0
**Multiplicity**: 2
**E_tot**: -670.831755 Ha
**Maximum force**: 1.1 eV/Å
**<S²>**: 0.754
**Frontier orbital gap (spin up / spin down)**: 8.84 / 5.01 eV


Entry 3:
This record from the Open Molecules 2025 dataset describes a molecular structure, C37H28Cl2N4O2P2PtSe2 in a non-equilibrium geometry. The level of theory is the ωB97M-V functional and the def2-TZVPD basis.

Geometry as XYZ:
```
78
Properties=species:S:1:pos:R:3:lowdin_spin:R:1
Pt 1.356 -0.399 -2.484 0.44
Se -0.668 -2.698 3.888 0.00
P -1.783 -1.814 2.317 0.00
C -2.683 -0.359 2.956 0.00
C -2.038 0.467 3.873 0.00
C -2.720 1.510 4.474 0.00
C -4.055 1.736 4.168 0.00
C -4.706 0.909 3.266 0.00
C -4.027 -0.142 2.664 0.00
C -3.057 -2.892 1.599 0.00
C -3.693 -2.532 0.410 0.00
C -4.672 -3.352 -0.119 0.00
C -5.014 -4.532 0.530 0.00
C -4.382 -4.887 1.710 0.00
C -3.402 -4.065 2.250 0.00
C -0.737 -1.437 0.887 0.00
C 0.131 -0.463 0.381 0.02
N 0.628 -1.021 -0.759 0.02
N 0.096 -2.216 -0.953 0.02
N -0.719 -2.481 0.018 0.01
P 1.033 0.982 0.969 0.30
Se 1.411 2.294 -1.520 0.85
C 1.901 0.191 2.365 0.06
C 1.520 0.359 3.691 0.02
C 2.169 -0.357 4.685 0.00
C 3.205 -1.218 4.362 0.01
C 3.598 -1.370 3.039 0.00
C 2.948 -0.669 2.038 0.01
C -0.182 2.167 1.577 0.02
C 0.179 3.204 2.436 0.01
C -0.716 4.230 2.693 0.00
C -1.969 4.230 2.097 0.01
C -2.328 3.208 1.231 0.00
C -1.435 2.186 0.962 0.01
H -1.010 0.261 4.136 0.00
H -2.217 2.141 5.196 0.00
H -4.595 2.540 4.651 0.00
H -5.755 1.063 3.046 0.00
H -4.553 -0.801 1.989 0.00
H -3.405 -1.625 -0.107 0.00
H -5.165 -3.076 -1.043 0.00
H -5.773 -5.177 0.105 0.00
H -4.644 -5.809 2.213 0.00
H -2.893 -4.335 3.167 0.00
H 0.712 1.032 3.944 0.00
H 1.847 -0.254 5.713 0.00
H 3.706 -1.780 5.140 0.00
H 4.401 -2.046 2.776 0.00
H 3.239 -0.799 1.003 0.00
H 1.160 3.217 2.894 0.00
H -0.430 5.047 3.343 0.00
H -2.664 5.036 2.295 0.00
H -3.302 3.209 0.760 0.00
H -1.701 1.402 0.263 0.00
O -1.451 -1.340 -5.074 0.00
C -0.519 -0.896 -4.445 0.01
O -0.543 -0.435 -3.233 0.02
C 0.834 -0.733 -5.147 0.01
C 0.976 -1.063 -6.499 0.00
C 2.140 -0.743 -7.136 0.00
C 3.133 -0.011 -6.448 0.00
C 4.320 0.433 -7.072 0.00
C 5.229 1.183 -6.382 0.00
C 4.974 1.551 -5.046 0.00
C 3.844 1.125 -4.409 0.00
C 2.913 0.312 -5.085 0.00
N 1.787 -0.130 -4.448 0.01
H 0.148 -1.566 -6.977 0.00
H 2.304 -1.014 -8.172 0.00
H 4.489 0.172 -8.109 0.00
H 6.138 1.516 -6.863 0.00
H 5.681 2.183 -4.525 0.00
H 3.624 1.418 -3.395 0.00
Cl 3.494 3.111 0.706 0.04
C 3.292 2.589 -0.973 0.04
Cl 3.510 -0.739 -1.755 0.03
H 3.848 1.668 -1.115 0.00
H 3.686 3.395 -1.583 0.01
```

Computed properties:
**Total charge**: 0
**Multiplicity**: 3
**E_tot**: -8321.558371 Ha
**Maximum force**: 1.1 eV/Å
**<S²>**: 2.015
**Frontier orbital gap (spin up / spin down)**: 6.52 / 5.02 eV


Entry 4:
This record from the Open Molecules 2025 dataset describes a molecular structure, C18H24CuN6 in a non-equilibrium geometry. The level of theory is the ωB97M-V functional and the def2-TZVPD basis.

Geometry as XYZ:
```
49
Properties=species:S:1:pos:R:3:lowdin_spin:R:1
Cu 2.332 0.032 -0.959 0.67
C 4.733 1.593 -0.178 0.01
C 4.915 0.999 -1.524 0.00
N 4.140 -0.185 -1.799 0.08
C 4.658 -1.468 -1.439 0.01
C 4.783 -1.600 0.024 0.00
N 3.451 -1.260 0.599 0.01
C 3.516 -0.331 1.863 0.00
C 2.985 1.035 1.558 0.01
N 3.273 1.406 0.173 0.10
H 5.318 1.135 0.611 0.00
H 5.016 2.617 -0.218 0.00
H 4.651 1.782 -2.238 0.00
H 6.017 0.820 -1.699 0.00
H 3.931 -0.190 -2.778 0.00
H 3.986 -2.207 -1.891 0.00
H 5.651 -1.592 -1.861 0.00
H 5.087 -2.638 0.171 0.00
H 5.493 -0.833 0.295 0.00
H 2.990 -2.138 0.804 0.00
H 2.867 -0.623 2.709 0.00
H 4.524 -0.285 2.287 0.00
H 1.939 1.053 1.659 0.00
H 3.438 1.756 2.262 0.00
H 2.784 2.260 -0.039 0.00
N -4.559 -0.943 0.755 0.00
C -5.827 -0.556 0.749 0.01
C -7.006 -1.097 1.347 0.00
C -8.203 -0.401 1.154 0.01
C -8.198 0.845 0.327 0.00
C -7.068 1.275 -0.310 0.00
C -5.853 0.599 -0.025 0.01
N -4.642 0.931 -0.472 0.01
C -3.869 -0.020 -0.116 0.00
C -2.463 -0.146 -0.438 0.01
C -1.841 0.938 -1.053 0.00
C -0.482 1.031 -1.226 0.00
N 0.387 -0.043 -0.815 0.03
C -0.251 -1.095 -0.103 0.00
C -1.610 -1.132 0.056 0.00
H -4.135 -1.613 1.402 0.00
H -7.055 -1.927 2.029 0.00
H -9.133 -0.725 1.558 0.00
H -9.191 1.246 0.110 0.00
H -7.093 1.989 -1.104 0.00
H -2.559 1.721 -1.256 0.00
H -0.062 1.880 -1.812 0.00
H 0.282 -1.944 0.317 0.00
H -2.050 -1.949 0.532 0.00
```

Computed properties:
**Total charge**: +2
**Multiplicity**: 2
**E_tot**: -2668.739546 Ha
**Maximum force**: 3.7 eV/Å
**<S²>**: 0.758
**Frontier orbital gap (spin up / spin down)**: 6.49 / 4.02 eV


Look up the maximum force of the third one.
1.1 eV/Å


Copy entry 2 word for word.
This record from the Open Molecules 2025 dataset describes 2 unconnected molecules or ions with the total composition C12H14NO2 in a non-equilibrium geometry. The level of theory is the ωB97M-V functional and the def2-TZVPD basis.

Geometry as XYZ:
```
29
Properties=species:S:1:pos:R:3:lowdin_spin:R:1
C 1.325 -1.106 0.626 0.00
C 1.483 -2.275 -0.353 0.00
C -0.070 -0.861 1.109 0.00
C -0.551 -0.965 2.361 0.00
C -1.188 -0.497 0.263 0.00
C -2.324 -0.448 1.080 0.00
C -1.359 -0.355 -1.116 0.00
C -3.609 -0.283 0.588 0.00
C -2.623 -0.144 -1.633 0.00
C -3.736 -0.140 -0.788 0.00
N -1.947 -0.751 2.397 0.00
H 1.980 -1.114 1.499 0.00
H 1.663 -0.202 0.117 0.00
H 0.552 -2.839 -0.441 0.00
H -0.103 -1.414 3.236 0.00
H -2.255 -0.089 3.098 0.00
H -0.508 -0.364 -1.784 0.00
H -4.507 -0.356 1.192 0.00
H -2.745 0.095 -2.681 0.00
H -4.730 -0.050 -1.214 0.00
H 2.262 -2.985 -0.048 0.00
H 1.820 -1.931 -1.333 0.00
C 1.982 2.457 -1.581 0.03
C 3.211 1.782 -1.021 0.04
O 3.953 2.528 -0.262 0.82
O 3.477 0.610 -1.189 0.10
H 1.968 2.435 -2.668 0.00
H 1.854 3.470 -1.218 0.00
H 1.162 1.823 -1.241 0.00
```

Computed properties:
**Total charge**: 0
**Multiplicity**: 2
**E_tot**: -670.831755 Ha
**Maximum force**: 1.1 eV/Å
**<S²>**: 0.754
**Frontier orbital gap (spin up / spin down)**: 8.84 / 5.01 eV